# C31H32N5O6PRu

A molecular structure, C31H32N5O6PRu (ωB97M-V/def2-TZVPD, the Open Molecules 2025 dataset).

Atoms and positions in Å:
Ru -0.1715 0.0763 -0.5854
P -2.2506 -1.3848 -0.8382
O -0.3098 0.7988 1.3376
O 0.8750 -1.6366 -1.0147
O 2.6968 5.2548 1.7200
O 2.4379 -3.0883 -0.3465
O -2.1730 2.0848 1.5718
O 2.9564 6.2506 -0.2875
N 4.4947 3.1943 1.8100
N 2.5045 2.8624 2.8621
N -0.0461 2.3140 -0.9434
N 2.2524 0.4695 -0.3823
N 3.9387 1.0631 2.5680
C -2.5446 -2.1873 -2.4214
C -1.0632 1.9082 1.1704
C 0.7632 2.9792 -1.7858
C -3.7127 -0.4164 -0.4240
C -1.7810 -2.2615 1.7332
C -2.9639 -3.4951 -4.8260
C 2.7735 -0.7764 0.1927
C 2.0139 -1.9688 -0.4267
C -5.0372 1.5415 -0.8852
C -5.6738 0.0394 0.8854
C 5.1571 0.1791 0.5516
C -1.5473 -4.5663 2.3717
C -1.6679 -3.2315 -4.4019
C 0.3900 3.9554 0.7444
C -4.5813 -0.7682 0.6045
C -1.4531 -2.5758 -3.2002
C -5.9001 1.1897 0.1450
C -3.9433 0.7431 -1.1663
C -4.0486 -3.1088 -4.0516
C 3.6555 2.3684 2.4233
C -0.2666 2.8410 0.2779
C -2.0206 -2.6595 0.4150
C 1.3590 4.5327 -0.0680
C -3.8441 -2.4538 -2.8469
C 2.4236 5.4835 0.4935
C -1.7750 -4.9598 1.0620
C 4.2810 -0.9651 0.0447
C -2.0115 -4.0092 0.0793
C 5.1496 0.4139 2.0617
C -1.5525 -3.2177 2.7081
C 1.4755 4.0865 -1.3822
H -1.3641 -5.3118 3.1340
H -0.8259 -3.5398 -5.0068
H 3.3518 0.5460 3.2005
H 4.1985 4.1750 1.7155
H -3.1292 -4.0051 -5.7659
H 5.2345 -0.5343 2.5922
H -3.2673 1.0202 -1.9699
H -0.4446 -2.3903 -2.8513
H 2.6841 0.6534 -1.2842
H -4.4085 -1.6663 1.1828
H -1.7675 -6.0093 0.8009
H 1.7708 2.2493 3.1740
H 4.5524 -1.8984 0.5403
H 4.9110 1.1139 0.0386
H 6.1881 -0.0481 0.2725
H -5.2145 2.4399 -1.4606
H 2.3195 3.8531 2.5890
H 5.4418 2.9289 1.6097
H 2.1733 4.5842 -2.0426
H -2.1841 -4.3205 -0.9427
H 4.4972 -1.1228 -1.0166
H -6.7512 1.8176 0.3720
H 6.0242 1.0005 2.3550
H 2.4883 -0.7768 1.2495
H -1.3803 -2.9124 3.7317
H -1.7831 -1.2098 1.9986
H -4.6900 -2.1459 -2.2449
H 0.8674 2.5684 -2.7826
H -6.3488 -0.2322 1.6857
H 2.4303 1.2734 0.2117
H 0.2233 4.3171 1.7499
H -5.0563 -3.3167 -4.3854

Cartesian forces, eV/Å:
Ru 0.30 0.00 -0.08
P -0.04 0.08 0.03
O -0.57 -0.11 -0.09
O 0.03 -0.16 0.11
O -0.06 -0.01 -0.04
O 0.04 -0.03 -0.01
O 0.09 0.07 0.28
O -0.01 0.00 -0.02
N 0.11 0.03 -0.05
N 0.02 0.00 0.01
N -0.02 -0.04 0.08
N -0.03 0.05 0.00
N 0.00 -0.01 -0.03
C 0.07 0.00 -0.04
C 0.41 -0.07 -0.20
C -0.04 -0.02 0.00
C -0.03 -0.02 0.01
C -0.01 0.00 0.00
C 0.03 -0.01 -0.02
C -0.04 -0.03 0.04
C -0.04 0.18 -0.04
C 0.00 0.00 0.01
C 0.00 0.00 0.00
C 0.02 0.01 0.03
C 0.00 0.01 0.00
C -0.04 -0.01 0.00
C -0.04 0.10 -0.12
C 0.01 -0.02 -0.03
C -0.02 -0.02 0.03
C -0.01 0.01 0.00
C 0.03 0.02 0.00
C -0.02 0.01 0.02
C -0.03 0.02 0.03
C -0.10 -0.03 0.05
C 0.00 0.03 0.02
C -0.02 -0.03 0.04
C -0.01 0.02 -0.02
C 0.05 0.04 0.04
C 0.00 0.00 0.00
C 0.00 -0.03 -0.01
C 0.00 -0.01 -0.01
C 0.01 -0.01 0.02
C 0.00 -0.02 -0.01
C 0.04 0.04 -0.03
H 0.00 0.00 0.00
H 0.01 0.00 0.00
H -0.01 0.01 0.00
H -0.05 -0.02 0.02
H 0.00 0.00 0.00
H 0.01 0.00 -0.02
H -0.01 0.00 0.00
H 0.00 0.00 -0.01
H -0.01 0.02 0.00
H 0.00 0.00 0.00
H 0.00 0.00 0.00
H 0.03 -0.01 0.01
H -0.01 -0.01 -0.01
H 0.00 -0.01 -0.01
H 0.00 0.01 -0.01
H 0.00 0.00 0.00
H -0.01 0.00 0.00
H -0.01 -0.03 0.01
H -0.01 -0.01 -0.01
H 0.00 0.00 0.00
H 0.01 0.01 0.01
H 0.00 0.00 0.00
H -0.01 0.00 0.02
H 0.01 0.01 -0.01
H 0.00 0.00 0.00
H 0.00 0.00 0.00
H 0.00 0.00 0.00
H 0.00 -0.01 0.00
H 0.00 0.00 0.00
H 0.03 -0.01 0.01
H -0.02 -0.01 0.00
H 0.00 0.00 0.00

Kohn-Sham gap (spin up / spin down) = 8.135 / 6.208 eV
charge = +1
E_HOMO (spin up / spin down) = -10.9 / -11.6 eV
multiplicity = 6

These are the Mulliken partial charges, in e, on atoms 1 to 5:
1. Ru 0.31
2. P 1.14
3. O -0.62
4. O -0.42
5. O -0.92

# C31H32N6O6SSn

A molecular structure, C31H32N6O6SSn (ωB97M-V/def2-TZVPD, the Open Molecules 2025 dataset).

Atoms and positions in Å:
Sn -0.5180 -0.9870 -0.0376
S 0.8849 -2.0681 2.3667
O 1.1904 -3.3204 2.9361
O -0.5523 -1.7571 2.2372
O 1.5077 -1.7385 1.0720
O 1.4668 -0.9644 3.4098
O 5.0482 3.2458 4.5385
O 4.8517 3.2360 2.3286
N -0.7887 0.8200 3.6891
N -0.7260 -3.4091 -0.7764
N 1.2444 0.9122 -0.2409
N 2.3581 2.6051 -1.4150
N -1.6757 -1.3927 -2.3971
N -3.0729 0.3442 2.0876
C -4.2253 -0.2140 4.1185
C -3.0863 0.1589 3.4150
C 2.6454 0.7837 -3.1072
C -1.6647 -5.3060 -3.8285
C -5.4113 -0.4048 3.4216
C 1.9393 3.1179 3.8193
C -1.1759 -3.7105 -2.0211
C 2.8836 0.9728 3.2505
C -1.8529 0.3703 4.1695
C 1.9749 4.3880 -3.1178
C -2.6286 -1.9060 -4.9505
C 1.5264 0.4024 3.0648
C 0.2731 3.1017 -0.2250
C -2.1390 -2.9640 -4.1636
C -0.2803 -4.3881 -0.0047
C -4.2063 0.1415 1.4335
C -1.1816 -5.0304 -2.5101
C 0.4032 1.2612 3.5986
C 4.4232 2.9441 3.4046
C 0.6760 2.6425 3.8656
C 2.5234 4.0242 -1.7403
C -5.4001 -0.2262 2.0514
C -1.6700 -2.6545 -2.8723
C -0.2539 -5.7238 -0.4110
C 3.0683 2.2708 3.5173
C -2.1421 -0.4206 -3.1593
C -0.7051 -6.0468 -1.6627
C 1.3592 2.1532 -0.6570
C -2.6355 -0.6289 -4.4480
C -2.1207 -4.3171 -4.6245
C 3.3002 1.6805 -2.0565
H -1.6524 -6.3324 -4.1716
H 3.8127 1.0858 -1.2951
H -3.0100 0.2052 -5.0237
H 2.1290 4.1590 4.0548
H -0.1168 3.6693 -1.0693
H 2.0398 4.6253 -0.9739
H -6.3152 -0.6868 3.9430
H -1.8891 0.1190 5.2310
H 4.6120 2.9271 5.3371
H 2.1576 1.3915 -3.8689
H 0.6437 3.8090 0.5157
H -4.1904 -0.3497 5.1917
H -0.7008 -7.0711 -2.0127
H 0.9582 4.0128 -3.2438
H 1.9000 0.1117 -2.6828
H 3.4094 0.1782 -3.5931
H -4.1694 0.2900 0.3592
H -0.1512 3.2633 4.1827
H -2.9930 -2.1141 -5.9485
H 3.5897 4.2454 -1.6955
H 0.1219 -6.4810 0.2617
H 2.0363 0.3316 -0.5115
H 1.9536 5.4713 -3.2283
H 3.7021 0.2887 3.0623
H 0.0759 -4.1153 0.9784
H 1.4054 0.5138 1.9556
H -2.4872 -4.5289 -5.6204
H -2.1285 0.5698 -2.7133
H -0.5292 2.5120 0.2142
H 2.5944 3.9785 -3.9152
H 4.0521 2.2904 -2.5516
H -6.2956 -0.3675 1.4631

Cartesian forces, eV/Å:
Sn -0.46 0.03 -0.05
S -0.19 0.57 0.33
O 0.29 -0.09 0.24
O -0.06 0.07 0.02
O -0.08 0.14 -0.44
O -0.08 -0.30 0.33
O 0.40 0.25 0.06
O 0.15 0.01 0.09
N 0.40 -0.15 0.02
N 0.26 0.36 0.06
N 0.09 -0.46 0.00
N 0.05 -0.02 -0.10
N 0.19 0.03 0.03
N 0.23 -0.06 -0.02
C 0.14 0.00 0.09
C -0.44 -0.06 -0.21
C 0.06 0.10 0.02
C -0.04 0.00 -0.16
C 0.01 0.02 -0.12
C -0.35 -0.15 0.02
C -0.01 -0.24 -0.13
C 0.22 0.01 0.25
C -0.18 -0.10 0.08
C 0.04 -0.03 0.12
C 0.05 0.05 0.04
C -0.22 -0.06 -0.72
C 0.04 -0.12 -0.12
C 0.03 0.11 0.26
C -0.04 0.06 -0.08
C 0.18 0.12 -0.03
C 0.01 0.27 0.21
C -0.15 -0.22 0.04
C -0.49 -0.29 -0.18
C 0.04 0.44 0.08
C -0.17 0.15 -0.19
C -0.06 -0.06 0.18
C -0.09 -0.02 -0.24
C 0.00 -0.14 0.03
C 0.34 -0.12 -0.08
C 0.08 -0.04 0.25
C 0.00 0.10 0.01
C -0.10 -0.10 0.11
C -0.04 -0.02 -0.09
C 0.01 -0.15 0.00
C -0.16 -0.18 -0.08
H -0.01 0.00 -0.01
H 0.05 0.05 0.00
H 0.00 -0.01 -0.02
H -0.06 0.01 0.02
H 0.00 0.04 0.03
H 0.05 -0.04 0.02
H -0.01 -0.01 -0.01
H 0.14 0.02 0.00
H -0.13 -0.14 -0.05
H 0.00 -0.01 -0.02
H -0.01 0.03 0.05
H 0.02 0.00 0.01
H 0.02 -0.01 0.01
H -0.02 0.02 -0.01
H 0.00 -0.01 -0.01
H -0.01 -0.02 0.00
H -0.03 -0.01 0.02
H 0.01 0.03 -0.07
H -0.02 0.01 0.00
H -0.01 0.01 0.10
H 0.00 0.03 0.03
H 0.11 0.17 0.01
H 0.04 0.00 -0.06
H 0.03 0.05 -0.09
H 0.00 -0.09 0.01
H -0.10 0.08 0.08
H 0.01 -0.02 0.00
H -0.02 0.03 -0.13
H -0.01 0.07 0.05
H -0.02 -0.02 -0.02
H 0.07 0.02 0.13
H 0.00 0.01 -0.02

Kohn-Sham gap = 7.251 eV
charge = +2
E_HOMO = -13.8 eV
multiplicity = 1

These are the Mulliken partial charges, in e, on atoms 1 to 5:
1. Sn 1.09
2. S 0.74
3. O -0.55
4. O -0.46
5. O -0.53